ORCA calculation (ωB97M-V with the def2-TZVPD basis set) on 2 unconnected molecules or ions with the total composition C3H10N2P at a distorted geometry.

Last columns: bonded neighbours and bond lengths (Å).
Atoms and positions in Å:
1 C -0.729 -0.528 -1.873  C3 1.558, H7 1.126, H8 1.125, H9 1.129
2 C 1.481 0.800 0.692  N5 1.509, H10 1.085, H11 1.079, H12 1.001
3 C -1.222 -1.020 -0.479  C1 1.558, P6 1.757, H13 1.146
4 N -2.261 0.818 1.241  P6 1.546, H14 1.006
5 N 0.585 -0.245 1.310  C2 1.509, H15 0.986, H16 1.019
6 P -2.645 -0.192 0.135  C3 1.757, N4 1.546
7 H -0.506 0.563 -2.039  C1 1.126
8 H -1.592 -0.498 -2.596  C1 1.125
9 H 0.026 -1.288 -2.231  C1 1.129
10 H 1.169 1.838 0.673  C2 1.085
11 H 2.416 0.894 1.221  C2 1.079
12 H 1.533 0.660 -0.298  C2 1.001
13 H -1.243 -2.153 -0.314  C3 1.146
14 H -2.860 1.384 1.818  N4 1.006
15 H 1.070 -1.088 1.475  N5 0.986
16 H 0.011 0.201 2.024  N5 1.019

E_tot: -15531.24808 eV
HOMO energy (spin up / spin down): -0.5075 / -0.5075 Eh
net charge: +1

Results of the Löwdin charge analysis, in e, for atoms 1 through 2: -0.140, -0.093

ORCA calculation (ωB97M-V with the def2-TZVPD basis set) on a single C3H10N2S molecule at a distorted geometry.

Last columns: bonded neighbours and bond lengths (Å).
Atoms and positions in Å:
1 N -1.048 1.213 1.498  C2 1.463, H7 1.016, H8 1.018
2 C -1.318 0.290 0.396  N1 1.463, C3 1.541, H9 1.090, H10 1.092
3 C -0.099 0.044 -0.515  C2 1.541, N4 1.441, C5 1.540, H11 1.102
4 N -0.436 -0.707 -1.698  C3 1.441, H12 0.983, H13 1.008
5 C 0.965 -0.729 0.285  C3 1.540, S6 1.852, H14 1.084, H15 1.088
6 S 2.653 -0.599 -0.465  C5 1.852, H16 1.359
7 H -1.737 1.958 1.445  N1 1.016
8 H -0.171 1.707 1.349  N1 1.018
9 H -1.576 -0.683 0.815  C2 1.090
10 H -2.104 0.560 -0.312  C2 1.092
11 H 0.430 0.979 -0.763  C3 1.102
12 H -0.875 -0.283 -2.468  N4 0.983
13 H 0.270 -1.390 -1.924  N4 1.008
14 H 1.058 -0.228 1.242  C5 1.084
15 H 0.682 -1.772 0.411  C5 1.088
16 H 3.305 -0.359 0.703  S6 1.359

SMILES: NC[C@H](N)CS
E_tot: -17088.16808 eV
HOMO energy: -0.3318 Eh

Results of the Löwdin charge analysis, in e, for atoms 1 through 2: -0.004, -0.260

ORCA calculation (ωB97M-V with the def2-TZVPD basis set) on a single C3H10N2S molecule at a distorted geometry.

Last columns: bonded neighbours and bond lengths (Å).
Atoms and positions in Å:
1 N -2.110 -0.117 -0.215  C2 1.449, H7 1.011, H8 1.010
2 C -0.968 -0.917 0.180  N1 1.449, C3 1.524, H9 1.121, H10 1.133
3 C 0.334 -0.342 -0.364  C2 1.524, S4 1.823, C5 1.534, H11 1.100
4 S 1.676 -1.561 -0.179  C3 1.823, H12 1.337
5 C 0.535 0.983 0.383  C3 1.534, N6 1.424, H13 1.103, H14 1.097
6 N 1.506 1.879 -0.148  C5 1.424, H15 1.011, H16 1.039
7 H -2.066 0.027 -1.215  N1 1.011
8 H -2.985 -0.597 -0.065  N1 1.010
9 H -1.024 -2.027 0.034  C2 1.121
10 H -0.881 -0.803 1.303  C2 1.133
11 H 0.302 -0.243 -1.459  C3 1.100
12 H 1.687 -1.889 1.116  S4 1.337
13 H -0.495 1.364 0.293  C5 1.103
14 H 0.706 0.723 1.436  C5 1.097
15 H 1.368 2.114 -1.122  N6 1.011
16 H 2.415 1.404 0.019  N6 1.039

SMILES: NCC(S)CN
E_tot: -17088.12674 eV
HOMO energy: -0.3272 Eh

Results of the Löwdin charge analysis, in e, for atoms 1 through 2: -0.010, -0.362

ORCA calculation (ωB97M-V with the def2-TZVPD basis set) on a single C3H10N2S molecule at a distorted geometry.

Last columns: bonded neighbours and bond lengths (Å).
Atoms and positions in Å:
1 N 2.286 1.116 1.138  C2 1.450, H7 0.997, H8 0.968
2 C 0.894 1.354 0.810  N1 1.450, C3 1.488, H9 1.125, H10 1.146
3 C 0.280 0.173 0.145  C2 1.488, N4 1.487, C5 1.450, H11 1.204
4 N 1.015 -0.005 -1.136  C3 1.487, H12 1.100, H13 1.111
5 C -1.158 0.229 -0.033  C3 1.450, S6 1.817, H14 1.090, H15 1.160
6 S -1.752 -1.414 -0.531  C5 1.817, H16 1.324
7 H 2.733 1.842 1.655  N1 0.997
8 H 2.789 0.929 0.332  N1 0.968
9 H 0.734 2.254 0.154  C2 1.125
10 H 0.407 1.663 1.800  C2 1.146
11 H 0.419 -0.720 0.940  C3 1.204
12 H 1.963 -0.412 -0.755  N4 1.100
13 H 0.284 -0.665 -1.650  N4 1.111
14 H -1.435 0.820 -0.906  C5 1.090
15 H -1.793 0.628 0.852  C5 1.160
16 H -1.279 -2.026 0.544  S6 1.324

SMILES: NC[C@H](N)CS
E_tot: -17087.40335 eV
HOMO energy: -0.3378 Eh

Results of the Löwdin charge analysis, in e, for atoms 1 through 2: 0.009, -0.302